{"formula": "C34H37CaN5", "method": "ωB97M-V with the def2-TZVPD basis set", "symbols": ["Ca", "N", "N", "C", "C", "C", "C", "H", "H", "H", "C", "C", "H", "H", "H", "C", "C", "H", "H", "H", "C", "H", "H", "H", "C", "H", "H", "H", "C", "H", "C", "H", "C", "H", "C", "H", "C", "C", "H", "C", "C", "H", "C", "H", "N", "C", "C", "C", "H", "C", "C", "H", "H", "H", "C", "H", "C", "C", "H", "H", "H", "C", "H", "H", "H", "N", "C", "C", "C", "C", "C", "N", "C", "H", "H", "H", "H"], "coordinates": [[0.6192, -0.1868, -0.1378], [2.8614, 2.5890, 2.8295], [0.9230, 2.3060, -1.4471], [-1.7638, -1.1370, -0.0423], [-1.8478, 0.0951, 0.6730], [-1.2704, -0.1139, 1.9656], [-1.1512, 0.9157, 3.0303], [-1.9192, 1.6948, 2.9032], [-0.1708, 1.4235, 2.9980], [-1.2688, 0.4698, 4.0292], [-0.8530, -1.4735, 2.0503], [-0.4548, -2.2312, 3.2757], [-1.2812, -2.8967, 3.6157], [-0.1920, -1.5690, 4.1174], [0.4156, -2.8769, 3.0757], [-1.1073, -2.0878, 0.7946], [-0.8157, -3.5089, 0.4651], [0.2040, -3.7860, 0.7765], [-0.8947, -3.6913, -0.6142], [-1.5134, -4.1977, 0.9693], [-2.5170, 1.3377, 0.1904], [-3.5584, 1.3892, 0.5561], [-2.5643, 1.3737, -0.9086], [-2.0012, 2.2479, 0.5291], [-2.3984, -1.4164, -1.3601], [-1.8668, -2.2069, -1.9121], [-2.4161, -0.5196, -1.9944], [-3.4472, -1.7433, -1.2303], [4.1343, 2.2914, 3.1815], [4.4521, 2.3506, 4.2366], [5.1753, 1.9145, 2.2789], [6.2182, 1.7717, 2.6060], [4.8262, 1.7555, 0.9255], [5.5303, 1.4767, 0.1385], [3.5196, 1.9369, 0.5096], [3.0950, 1.8593, -0.5281], [2.4494, 2.2318, 1.5110], [1.0914, 1.9851, 1.2746], [0.5595, 3.1967, 1.0439], [0.5837, 1.2644, -2.1864], [0.7794, 3.4270, -2.1853], [1.1501, 4.3493, -1.7710], [0.2009, 3.0942, -3.3713], [-0.1284, 3.7263, -4.1425], [0.0875, 1.7014, -3.3921], [-0.7778, 0.8829, -4.1634], [-2.0600, 1.3795, -4.4557], [-2.8683, 0.5298, -5.1983], [-3.8293, 0.8848, -5.5750], [-2.4712, -0.7810, -5.4961], [-3.3140, -1.6584, -6.3845], [-3.1842, -2.7208, -6.1092], [-3.0089, -1.5407, -7.4428], [-4.3784, -1.3791, -6.3021], [-1.2512, -1.2688, -5.0126], [-0.9537, -2.2896, -5.2584], [-0.4016, -0.4667, -4.2713], [0.8090, -1.0676, -3.6464], [1.6332, -0.3634, -3.5128], [1.1611, -1.8797, -4.2974], [0.6097, -1.5651, -2.6756], [-2.6155, 2.6545, -3.9223], [-2.0824, 3.5411, -4.2649], [-2.6821, 2.6903, -2.8276], [-3.6445, 2.7572, -4.2886], [3.7491, -0.7304, 6.0882], [3.6242, -0.9725, 4.9470], [3.5404, -1.3306, 3.5506], [4.4672, -2.2472, 3.0304], [4.3235, -2.6337, 1.7055], [3.4016, -1.9447, 0.9033], [2.4804, -1.0907, 1.4034], [2.5472, -0.7849, 2.7192], [5.2720, -2.6309, 3.6703], [4.9177, -3.4396, 1.2761], [3.3971, -2.1012, -0.1861], [1.8134, -0.0700, 3.1234]], "lowdin_charge": [1.273, 0.057, -0.042, -0.364, -0.335, -0.287, -0.084, 0.069, 0.030, 0.065, -0.279, -0.066, 0.075, 0.068, 0.070, -0.330, -0.076, 0.069, 0.056, 0.070, -0.066, 0.072, 0.046, 0.068, -0.067, 0.059, 0.058, 0.077, -0.209, 0.083, -0.137, 0.072, -0.152, 0.082, -0.082, 0.078, -0.455, -0.147, 0.098, -0.287, -0.171, 0.088, -0.128, 0.070, -0.054, -0.116, -0.201, -0.027, 0.108, -0.285, -0.079, 0.074, 0.076, 0.071, -0.027, 0.115, -0.210, -0.077, 0.068, 0.073, 0.070, -0.047, 0.057, 0.087, 0.072, 0.057, -0.255, -0.280, -0.131, -0.141, -0.243, -0.067, -0.118, 0.085, 0.078, 0.066, 0.112], "e_homo_ev": [1.10, -0.40], "orbital_gap_ev": [2.908, 4.409], "energy_ev": -61743.593, "charge": -2}

{"formula": "C34H37ClN7O2Pd", "method": "ωB97M-V with the def2-TZVPD basis set", "symbols": ["Pd", "C", "C", "C", "C", "C", "C", "N", "N", "C", "C", "C", "C", "C", "C", "H", "H", "H", "H", "H", "H", "H", "H", "H", "C", "C", "C", "C", "C", "O", "C", "C", "C", "C", "C", "C", "Cl", "C", "C", "C", "N", "C", "N", "C", "N", "H", "H", "H", "H", "H", "H", "H", "H", "H", "H", "H", "H", "H", "H", "H", "H", "H", "H", "H", "H", "H", "H", "N", "C", "O", "C", "C", "C", "C", "N", "C", "H", "H", "H", "H", "H", "H"], "coordinates": [[0.4473, -0.2525, -0.4188], [3.5303, -4.2139, -1.9103], [2.2144, -3.7736, -1.9847], [1.8348, -2.6307, -1.3151], [2.7756, -1.9055, -0.5506], [4.1189, -2.3192, -0.5373], [4.4727, -3.4710, -1.2077], [2.2990, -0.8618, 0.1827], [3.0255, -0.0250, 0.8381], [2.3528, 1.0394, 1.3122], [2.9030, 1.9835, 2.1961], [2.1344, 3.0350, 2.6446], [0.8053, 3.1680, 2.2616], [0.2358, 2.2471, 1.3775], [1.0153, 1.2416, 0.8748], [3.8215, -5.1353, -2.3915], [1.4860, -4.3387, -2.5462], [0.7830, -2.2807, -1.3623], [4.8379, -1.7378, 0.0217], [5.4968, -3.8076, -1.1640], [3.9187, 1.8423, 2.5239], [2.5666, 3.7542, 3.3238], [0.2004, 3.9677, 2.6589], [-0.8053, 2.3417, 1.0885], [-4.7869, -5.4384, 4.4727], [-5.0233, -4.9536, 3.0395], [-5.7787, -6.0580, 2.2829], [-5.9262, -3.7096, 3.0483], [-3.6622, -4.6026, 2.3347], [-3.9001, -4.1033, 1.0352], [-2.7288, -5.8346, 2.2835], [-1.4647, -5.6499, 1.4343], [-1.7571, -5.4490, -0.0263], [-1.2898, -4.3298, -0.7006], [-1.5604, -4.1442, -2.0435], [-2.3048, -5.0862, -2.7329], [-2.6367, -4.8453, -4.4131], [-2.7735, -6.2164, -2.0829], [-2.4908, -6.3909, -0.7415], [-2.9510, -3.4473, 3.1128], [-2.4009, -2.4428, 2.2449], [-1.1329, -2.2146, 1.8981], [-1.0843, -1.1825, 1.0645], [-2.3811, -0.8036, 0.9452], [-3.1844, -1.5484, 1.6518], [-5.7438, -5.5465, 4.9755], [-4.1852, -4.7398, 5.0470], [-4.2922, -6.4052, 4.4854], [-6.7127, -6.2618, 2.8006], [-5.2236, -6.9908, 2.2519], [-6.0309, -5.7624, 1.2662], [-6.9618, -4.0005, 3.2050], [-5.8587, -3.1823, 2.0999], [-5.6604, -3.0169, 3.8420], [-4.4550, -4.7388, 0.5699], [-3.2819, -6.6780, 1.8757], [-2.4321, -6.0930, 3.2993], [-0.8628, -6.5556, 1.5489], [-0.8743, -4.8150, 1.8100], [-0.7006, -3.5938, -0.1691], [-1.2021, -3.2751, -2.5733], [-3.3522, -6.9510, -2.6194], [-2.8423, -7.2824, -0.2442], [-2.1508, -3.8482, 3.7341], [-3.6785, -2.9358, 3.7405], [-0.2770, -2.7404, 2.2757], [-2.7094, 0.0333, 0.3588], [0.6744, 4.0892, -3.6137], [0.0381, 3.1878, -4.3916], [-0.0796, 3.3274, -5.5867], [-0.5230, 1.9661, -3.7095], [-1.1269, 1.0092, -4.5289], [-1.6613, -0.1308, -3.9549], [-1.5734, -0.2923, -2.5802], [-0.9865, 0.6120, -1.7855], [-0.4768, 1.7197, -2.3434], [1.0591, 4.8960, -4.0786], [0.7903, 4.0169, -2.6197], [-1.1628, 1.1907, -5.5941], [-2.1427, -0.8805, -4.5623], [-2.0170, -1.1523, -2.0848], [-0.0514, 2.4353, -1.6441]], "lowdin_charge": [0.845, -0.050, -0.061, -0.042, -0.267, 0.003, -0.059, -0.071, 0.129, -0.295, 0.002, -0.071, -0.052, -0.101, -0.121, 0.114, 0.109, 0.071, 0.114, 0.113, 0.119, 0.112, 0.113, 0.105, -0.034, -0.519, -0.035, -0.036, -0.423, -0.004, -0.107, -0.114, -0.225, -0.043, -0.119, -0.671, 0.679, -0.086, -0.030, -0.029, -0.097, -0.141, 0.014, -0.203, 0.139, 0.095, 0.084, 0.084, 0.093, 0.079, 0.089, 0.089, 0.088, 0.080, 0.102, 0.101, 0.121, 0.131, 0.089, 0.078, 0.079, 0.111, 0.121, 0.143, 0.119, 0.137, 0.102, 0.185, -0.502, 0.085, -0.088, 0.038, -0.012, -0.127, -0.058, -0.076, 0.124, 0.091, 0.133, 0.116, 0.103, 0.100], "e_homo_ev": -10.98, "orbital_gap_ev": 6.777, "energy_ev": -66379.876, "charge": 1}